(1)
Molecular formula: C14H9N3O2S
Method: DFT, wB97M-V/def2-TZVPD

Values from the calculation:
Structure (SMILES): COC(=O)c1cc2c3cc(SC#N)ccc3nc-2c[nH]1
Net charge: 0
Relative energy (zero: lowest compared OMol25 entry of this formula, charge and spin) (kJ/mol): 3.2

Each line ends with the Mulliken charge.
Positions of all 29 atoms, in Å:
S 3.456 -3.433 -2.042  -0.0943
O -4.002 1.285 1.178  -0.3575
O -3.554 -0.793 0.376  -0.5890
N 2.197 -5.541 -0.290  -0.4297
N 2.266 1.858 0.201  -0.9316
N -1.396 2.011 0.977  -0.0131
C 2.675 0.678 -0.231  -0.0534
C 0.543 0.315 0.140  0.9774
C 1.688 -0.280 -0.296  0.5706
C -0.076 2.478 0.867  -0.4554
C 1.875 -1.514 -0.841  -0.4900
C 3.146 -1.872 -1.314  -0.0363
C -0.825 -0.181 0.130  -0.2093
C 0.924 1.647 0.469  0.0727
C -5.409 1.220 0.849  -0.6630
C 3.956 0.376 -0.660  -0.6814
C -1.792 0.707 0.583  -0.1335
C 4.179 -0.928 -1.202  -0.3374
C 2.669 -4.702 -0.969  0.3337
C -3.184 0.341 0.672  0.2284
H -5.899 0.570 1.564  0.2756
H -2.144 2.667 1.206  0.2770
H 1.013 -2.166 -0.841  0.4460
H -5.587 0.806 -0.144  0.3282
H 4.724 1.133 -0.618  0.4319
H -5.821 2.216 0.881  0.2708
H -0.981 -1.223 -0.155  0.4682
H 0.165 3.534 1.022  0.4194
H 5.194 -1.210 -1.510  0.3749

***

(2)
Molecular formula: C6H7N4O
Method: DFT, wB97M-V/def2-TZVPD

Values from the calculation:
Structure (SMILES): C[C@H]1N=c2[nH]cnc2=CN1[O-]
Net charge: -1
Relative energy (zero: lowest compared OMol25 entry of this formula, charge and spin) (kJ/mol): 125.7

Each line ends with the Mulliken charge.
Positions of all 18 atoms, in Å:
O -2.247 -1.791 0.374  -0.8400
N 2.311 1.022 -0.156  -0.1183
N -1.143 -1.165 0.176  0.5656
N 2.541 -1.103 0.280  -0.8265
N -0.064 1.244 -0.346  -0.7781
C 0.045 -1.660 0.382  -0.5322
C 1.030 0.545 -0.209  0.1947
C -2.456 0.920 0.169  -1.1875
C -1.288 0.134 -0.436  0.1054
C 1.201 -0.782 0.160  0.3471
C 3.170 -0.063 0.077  -0.2333
H -1.687 -0.157 -1.521  0.1560
H 0.185 -2.560 0.827  0.5565
H -2.679 0.724 1.295  0.2679
H 4.235 0.184 0.041  0.3620
H 2.453 1.969 -0.570  0.2821
H -3.249 0.555 -0.400  0.3180
H -2.359 1.984 -0.142  0.3608

***

(3)
Molecular formula: H4O2
Method: DFT, wB97M-V/def2-TZVPD

Values from the calculation:
Structure (SMILES): O.O
Net charge: 0
Relative energy (zero: lowest compared OMol25 entry of this formula, charge and spin) (kJ/mol): 13.7

Each line ends with the Mulliken charge.
Positions of all 6 atoms, in Å:
O -1.013 -0.038 -1.329  -0.6260
O 0.934 -0.335 0.710  -0.7086
H 1.744 0.190 0.544  0.3364
H 0.649 0.013 1.583  0.3413
H -0.456 0.099 -0.544  0.3529
H -1.858 0.070 -0.964  0.3039

***

(4)
Molecular formula: C24H55F3N9O6P3
Method: DFT, wB97M-V/def2-TZVPD

Values from the calculation:
Structure (SMILES): C[C@](C#N)(COC(F)(F)F)[C@](C#N)(CCCCCN)P(=O)(O)O.CN(C)P(=O)(N(C)C)N(C)C.CN(C)P(=O)(N(C)C)N(C)C
Net charge: 0

Each line ends with the Mulliken charge.
Positions of all 100 atoms, in Å:
P -1.966 -2.575 2.699  0.8916
P 0.012 -1.193 -4.433  0.5963
P 2.480 1.671 3.872  0.8701
F 4.215 3.405 -3.812  -0.2167
F 3.799 4.499 -5.831  -0.2572
F 2.386 4.752 -4.056  -0.2481
O -1.281 -1.359 -5.573  -0.5025
O -2.780 -1.451 2.029  -0.8928
O 1.407 -1.703 -5.258  -0.5423
O 2.383 2.795 -5.254  -0.2869
O 1.174 0.954 3.482  -0.9035
O -0.351 -2.120 -3.249  -0.4365
N -0.630 2.175 -6.232  -0.6530
N 3.964 2.488 4.388  0.0117
N 2.232 2.978 2.774  0.3054
N -0.954 -2.824 1.327  0.3288
N -3.274 -3.677 2.795  0.2924
N -1.024 -3.826 3.526  0.1175
N -6.491 0.997 -2.728  -0.6294
N 2.491 -1.064 -2.015  -0.6406
N 3.517 0.452 3.263  0.3431
C -0.456 1.437 -5.300  -0.2630
C 2.200 -0.088 -2.670  -0.4447
C -6.099 1.541 -4.084  -0.6576
C 2.502 1.478 -4.698  -0.8389
C 4.128 0.451 1.951  -1.1251
C 4.663 3.582 3.741  -0.8139
C -1.377 -4.124 4.906  -1.1562
C -0.095 -4.781 2.954  -0.7565
C 0.014 0.655 -3.951  1.1328
C 1.919 2.744 1.369  -1.3067
C 3.222 3.780 -4.733  0.7961
C -1.086 1.039 -2.837  -0.5057
C -4.734 0.828 -4.599  -0.5833
C -2.547 0.404 -3.039  -0.5387
C -1.512 -3.021 -0.005  -1.3287
C 0.074 -1.780 1.232  -1.1903
C -3.512 1.489 -3.782  -0.5591
C -3.564 -4.716 1.831  -1.0796
C 4.738 1.859 5.448  -1.0890
C 1.245 3.931 3.299  -1.2374
C 1.438 2.337 -2.353  -1.3360
C -4.529 -3.120 3.297  -1.0884
C 1.501 1.156 -3.454  2.2510
C 3.158 -0.919 3.628  -0.8095
H -5.935 2.676 -4.042  0.3013
H 3.407 0.188 1.170  0.3748
H -2.182 -2.209 -0.307  0.3093
H 3.550 1.123 -4.414  0.4465
H 2.166 0.747 -5.537  0.2566
H 5.600 1.321 5.040  0.3230
H -2.050 -3.962 -0.086  0.2943
H 4.127 1.145 6.007  0.3206
H -4.014 -4.308 0.921  0.3397
H -1.756 -2.207 -5.399  0.3364
H 0.227 3.529 3.248  0.3174
H -4.574 0.977 -5.737  0.3086
H 2.379 -1.322 2.971  0.0782
H -0.484 -4.245 5.527  0.4182
H 1.090 1.900 -1.336  0.1122
H -2.675 -5.289 1.569  0.2323
H -2.584 -0.637 -3.502  0.3402
H 1.732 3.690 0.851  0.5332
H 4.061 4.493 3.740  0.2598
H -3.985 2.121 -2.928  0.3517
H -6.338 -0.035 -2.777  0.2594
H -5.170 -3.903 3.716  0.3458
H 1.388 -1.404 -6.204  0.3624
H -4.799 -0.283 -4.330  0.2452
H 0.551 -1.623 2.204  -0.0507
H 0.695 3.177 -2.630  0.2350
H -4.264 -5.448 2.250  0.3604
H 2.756 2.300 0.834  0.2270
H -3.000 0.292 -1.975  0.2235
H 4.582 1.414 1.713  0.2444
H 2.791 -0.961 4.657  0.3155
H -0.349 -0.824 0.905  0.3437
H 2.453 2.830 -2.138  0.4146
H -2.944 2.232 -4.441  0.3456
H -1.236 2.188 -2.919  0.4883
H -0.717 -3.094 -0.754  0.5159
H -5.087 -2.601 2.507  0.2999
H -5.801 1.326 -2.019  0.2867
H -1.955 -3.307 5.347  0.3398
H 1.462 4.169 4.345  0.4168
H 5.094 2.599 6.171  0.4277
H 1.281 4.875 2.746  0.3446
H 0.867 -2.073 0.536  0.4684
H 0.298 -5.471 3.710  0.4055
H -0.736 0.735 -1.774  -0.2282
H -0.558 -5.396 2.180  0.1998
H 1.038 2.107 1.230  0.3540
H 5.587 3.842 4.268  0.3838
H 4.944 3.343 2.714  0.2403
H 4.028 -1.581 3.578  0.4321
H 4.948 -0.272 1.906  0.3514
H 0.780 -4.282 2.532  0.1770
H -4.340 -2.406 4.103  0.3146
H -6.974 1.307 -4.787  0.3061
H -1.978 -5.038 4.971  0.3302

***

no.,LUMO level (eV),frontier orbital gap (eV)
1,-1.13,6.61
2,3.91,6.05
3,0.60,11.50
4,-0.96,6.63